Entry from the OMol25 dataset: a cluster of 7 separate species, C40H60ClN2O15 in total at a distorted geometry (wB97M-V/def2-TZVPD).

E_HOMO   -10.79 eV
Orbital gap   7.77 eV
Molar mass   844.37 g mol⁻¹
ΔE to the lowest compared entry with this formula, charge and spin   0.0000 eV

Geometry as ORCA input:
```
! RIJCOSX wB97M-V def2-TZVPD def2/J DEFGRID3
* xyz 1 1
C 1.50 4.63 3.26
C 1.23 4.20 2.18
C 0.87 3.79 0.82
C 0.38 2.34 0.83
N 1.56 1.52 0.53
C 1.32 0.07 0.77
C 2.38 -0.70 -0.03
C 2.87 -1.96 0.68
C 3.72 -1.66 1.91
Cl 3.97 -2.83 -0.50
C -0.15 -0.31 0.44
C -0.21 -1.71 -0.10
C -0.91 -2.70 0.56
N -0.77 0.62 -0.58
C -0.67 2.08 -0.28
C -2.01 2.70 0.14
C -3.15 2.36 -0.81
O -2.92 2.06 -1.95
O -4.45 2.41 -0.32
C -4.81 1.27 0.42
C -6.00 0.48 -0.06
O -4.21 0.95 1.42
H 1.38 5.09 4.20
H 0.14 4.51 0.44
H 1.77 3.86 0.20
H -0.07 2.06 1.79
H 2.22 1.78 1.26
H 1.47 -0.18 1.82
H 2.09 -0.87 -1.07
H 3.24 -0.04 -0.09
H 2.07 -2.66 0.90
H 4.73 -1.37 1.64
H 3.82 -2.59 2.47
H 3.24 -0.94 2.58
H -0.72 -0.30 1.37
H 0.28 -1.90 -1.05
H -0.44 -3.52 1.09
H -2.00 -2.65 0.52
H -0.25 0.46 -1.45
H -1.72 0.30 -0.75
H -0.32 2.60 -1.17
H -1.88 3.78 0.11
H -2.21 2.47 1.19
H -5.77 -0.12 -0.93
H -6.32 -0.15 0.77
H -6.82 1.18 -0.24
O -1.48 4.48 6.12
C -2.21 4.44 5.18
O -1.95 5.09 4.02
C -3.04 4.95 3.11
C -3.76 3.70 3.57
C -3.55 3.73 5.08
H -3.66 5.84 3.15
H -2.65 4.84 2.10
H -4.81 3.68 3.27
H -3.28 2.82 3.15
H -4.31 4.31 5.60
H -3.48 2.73 5.51
O 0.21 -2.28 3.74
C -0.87 -2.21 4.25
O -1.98 -1.89 3.55
C -3.11 -1.78 4.45
C -2.73 -2.58 5.67
C -1.21 -2.40 5.71
H -3.27 -0.72 4.67
H -4.00 -2.16 3.96
H -3.24 -2.26 6.58
H -2.97 -3.64 5.51
H -0.92 -1.50 6.26
H -0.70 -3.27 6.12
O 4.42 2.35 2.79
C 5.01 2.96 1.95
O 4.98 2.64 0.63
C 5.88 3.50 -0.10
C 6.05 4.74 0.77
C 5.92 4.15 2.18
H 6.82 2.97 -0.25
H 5.44 3.73 -1.07
H 6.99 5.26 0.59
H 5.23 5.44 0.59
H 6.88 3.80 2.56
H 5.47 4.86 2.87
O 2.66 0.36 -2.48
C 2.98 -0.22 -3.49
O 2.47 0.06 -4.70
C 2.98 -0.88 -5.68
C 4.27 -1.41 -5.07
C 3.95 -1.36 -3.58
H 2.24 -1.66 -5.83
H 3.15 -0.37 -6.62
H 4.54 -2.40 -5.44
H 5.10 -0.74 -5.30
H 3.45 -2.27 -3.23
H 4.84 -1.16 -2.98
O -5.47 -3.62 3.92
C -5.27 -4.30 2.96
O -5.83 -4.05 1.75
C -5.49 -5.10 0.82
C -4.23 -5.73 1.38
C -4.42 -5.55 2.89
H -6.32 -5.80 0.77
H -5.34 -4.67 -0.17
H -4.09 -6.76 1.07
H -3.35 -5.16 1.06
H -4.99 -6.38 3.32
H -3.48 -5.42 3.41
O 3.95 -1.31 -8.53
C 2.96 -1.77 -9.02
O 2.07 -2.52 -8.33
C 1.05 -3.02 -9.22
C 1.07 -2.07 -10.41
C 2.54 -1.67 -10.47
H 1.31 -4.04 -9.49
H 0.09 -3.02 -8.70
H 0.70 -2.53 -11.33
H 0.45 -1.20 -10.20
H 3.13 -2.36 -11.06
H 2.67 -0.65 -10.84
*
```



Entry from the OMol25 dataset: a structure of composition C40H60F2N21O4RbS2 at a distorted geometry (wB97M-V/def2-TZVPD).

E_HOMO   -9.97 eV
Orbital gap   10.18 eV
Molar mass   1086.66 g mol⁻¹

Geometry as ORCA input:
```
! RIJCOSX wB97M-V def2-TZVPD def2/J DEFGRID3
* xyz 0 1
Rb -5.98 4.58 26.27
N -2.80 5.66 25.24
S -3.44 6.23 23.86
O -2.80 7.37 23.28
O -4.89 6.19 23.79
F -3.00 5.08 22.91
S -2.84 6.71 26.52
O -2.67 8.02 26.08
O -1.98 6.15 27.52
F -4.25 6.57 27.08
C -6.62 7.82 31.19
C -5.24 7.43 31.09
N -4.11 7.27 31.01
H -7.15 8.15 30.30
H -6.52 8.73 31.82
H -7.18 7.08 31.77
C 0.72 5.64 24.45
C 1.39 4.32 24.49
N 1.90 3.28 24.56
H 1.41 6.31 23.92
H 0.60 6.03 25.47
H -0.24 5.49 23.92
C -0.83 12.10 27.64
C -2.07 12.25 28.32
N -3.09 12.28 28.86
H -0.91 12.66 26.70
H -0.70 10.99 27.47
H 0.01 12.44 28.22
C 1.85 1.90 21.90
C 0.94 1.12 21.09
N 0.18 0.65 20.33
H 1.41 2.87 22.14
H 2.74 2.11 21.32
H 1.94 1.29 22.82
C -6.28 2.24 22.04
C -6.78 2.90 23.25
N -7.32 3.38 24.13
H -6.96 2.48 21.17
H -6.16 1.14 22.19
H -5.25 2.61 21.91
C -1.31 5.50 19.12
C -0.98 5.29 20.51
N -0.70 5.08 21.59
H -0.43 5.51 18.53
H -1.84 6.45 19.09
H -1.84 4.61 18.72
C -5.96 0.13 26.75
C -6.69 1.29 27.33
N -7.27 2.21 27.79
H -6.70 -0.48 26.22
H -5.43 -0.34 27.56
H -5.31 0.49 25.99
C -0.70 -1.41 22.78
C -1.97 -0.93 22.34
N -3.01 -0.53 22.07
H -0.56 -1.00 23.76
H 0.14 -1.20 22.09
H -0.80 -2.48 22.90
C -4.48 13.96 25.65
C -3.19 13.33 25.33
N -2.33 12.61 25.07
H -4.28 14.84 26.22
H -5.00 13.27 26.33
H -5.10 14.15 24.76
C -2.15 2.82 28.10
C -3.55 3.12 28.38
N -4.66 3.39 28.58
H -2.11 2.44 27.02
H -1.75 2.07 28.74
H -1.56 3.71 28.17
C -5.37 10.20 28.06
C -5.89 10.91 26.91
N -6.27 11.35 25.92
H -4.52 10.73 28.50
H -5.07 9.27 27.66
H -6.10 10.09 28.92
C 1.14 7.01 28.74
C 0.96 5.59 28.36
N 0.75 4.51 28.00
H 0.98 7.12 29.80
H 0.31 7.53 28.25
H 2.09 7.39 28.39
C -0.08 8.97 23.82
C 0.41 9.20 25.14
N 0.96 9.36 26.12
H -0.99 9.53 23.49
H -0.18 7.93 23.63
H 0.70 9.36 23.16
C -4.34 10.29 23.63
C -4.72 11.25 22.61
N -5.06 12.07 21.82
H -3.77 9.57 23.08
H -5.28 9.81 24.01
H -3.78 10.83 24.40
C -3.18 0.77 19.01
C -3.13 2.03 19.66
N -3.12 2.94 20.37
H -2.36 0.58 18.30
H -4.17 0.72 18.48
H -3.22 -0.03 19.78
C -1.93 2.40 23.69
C -3.30 2.49 24.20
N -4.31 2.49 24.71
H -1.16 2.04 24.39
H -1.69 3.40 23.32
H -1.97 1.72 22.86
C -4.79 10.14 19.18
C -3.93 9.08 18.79
N -3.45 8.11 18.44
H -4.19 11.02 19.42
H -5.25 9.82 20.11
H -5.50 10.46 18.40
C 2.40 1.54 26.94
C 1.42 0.83 26.19
N 0.68 0.18 25.59
H 1.84 2.28 27.57
H 3.00 2.06 26.15
H 3.13 0.91 27.41
C -3.79 4.01 32.26
C -4.56 4.74 33.30
N -5.09 5.29 34.16
H -3.43 4.76 31.53
H -4.40 3.27 31.77
H -2.96 3.52 32.79
C -7.64 6.50 22.81
C -7.35 6.64 24.20
N -7.33 6.87 25.38
H -7.79 7.49 22.41
H -8.52 5.88 22.74
H -6.89 5.97 22.23
*
```



Entry from the OMol25 dataset: a cluster of 11 separate species, C40H61N9O4 in total at a distorted geometry (wB97M-V/def2-TZVPD).

E_HOMO   -8.03 eV
Orbital gap   8.19 eV
SMILES   c1cc[nH]c1.c1cc[nH]c1.c1cc[nH]c1.c1cc[nH]c1.c1cc[nH]c1.c1cc[nH]c1.c1cc[nH]c1.CNC(C)=O.CNC(C)=O.CC(C)=O.CC(C)=O
Molar mass   731.99 g mol⁻¹
ΔE to the lowest compared entry with this formula, charge and spin   0.0000 eV

Geometry as ORCA input:
```
! RIJCOSX wB97M-V def2-TZVPD def2/J DEFGRID3
* xyz 0 1
C 11.36 5.46 -16.20
C 10.55 6.55 -16.85
O 9.44 6.86 -16.47
C 11.19 7.29 -18.00
H 10.81 5.19 -15.30
H 12.28 5.86 -15.78
H 11.50 4.53 -16.75
H 11.63 6.63 -18.75
H 11.87 8.01 -17.54
H 10.38 7.86 -18.46
C 12.41 14.47 -11.42
C 10.93 14.64 -11.32
O 10.38 15.05 -10.33
C 10.13 14.16 -12.52
H 12.77 13.45 -11.24
H 12.89 15.08 -10.65
H 12.75 14.84 -12.39
H 10.59 14.73 -13.33
H 9.12 14.59 -12.50
H 9.99 13.09 -12.66
C 6.76 8.15 -18.71
C 7.65 8.22 -19.95
O 7.48 7.44 -20.88
N 8.62 9.15 -19.96
C 9.64 9.25 -21.00
H 5.99 7.44 -18.99
H 6.29 9.10 -18.47
H 7.31 7.66 -17.91
H 8.55 9.90 -19.29
H 9.89 8.24 -21.32
H 10.51 9.73 -20.55
H 9.18 9.76 -21.85
C 12.62 7.79 -11.28
C 11.51 6.89 -11.75
O 11.19 6.92 -12.94
N 11.03 6.00 -10.87
C 10.02 5.01 -11.23
H 13.31 7.91 -12.11
H 13.19 7.44 -10.42
H 12.27 8.79 -11.02
H 11.44 5.89 -9.97
H 9.15 5.08 -10.58
H 10.52 4.04 -11.10
H 9.63 4.91 -12.24
N 8.31 9.75 -11.65
C 8.30 11.06 -11.24
C 9.09 11.11 -10.11
C 9.60 9.82 -9.84
C 9.12 9.01 -10.85
H 7.82 9.42 -12.47
H 7.73 11.76 -11.82
H 9.34 11.94 -9.46
H 10.28 9.54 -9.06
H 9.25 7.96 -11.06
N 7.40 6.07 -14.54
C 7.93 6.75 -13.49
C 7.28 6.36 -12.35
C 6.23 5.51 -12.73
C 6.40 5.26 -14.10
H 7.75 6.05 -15.48
H 8.79 7.38 -13.65
H 7.54 6.51 -11.32
H 5.50 5.02 -12.11
H 5.81 4.66 -14.77
N 9.97 9.78 -14.54
C 10.57 11.00 -14.74
C 9.83 11.75 -15.58
C 8.72 10.95 -15.96
C 8.77 9.80 -15.25
H 10.32 9.05 -13.93
H 11.51 11.20 -14.25
H 10.16 12.73 -15.89
H 8.00 11.15 -16.74
H 8.10 8.96 -15.16
N 5.79 11.38 -14.71
C 6.14 12.47 -13.95
C 5.32 12.50 -12.84
C 4.48 11.36 -12.93
C 4.81 10.67 -14.08
H 6.35 11.05 -15.47
H 6.95 13.09 -14.31
H 5.48 13.29 -12.13
H 3.69 11.08 -12.26
H 4.44 9.75 -14.48
N 8.03 13.62 -18.99
C 7.14 13.62 -17.95
C 6.25 12.59 -18.25
C 6.70 11.94 -19.40
C 7.73 12.66 -19.91
H 8.82 14.24 -19.11
H 7.25 14.30 -17.13
H 5.36 12.38 -17.67
H 6.24 11.09 -19.89
H 8.38 12.47 -20.75
N 12.32 11.51 -19.16
C 13.15 11.41 -20.24
C 14.26 10.71 -19.82
C 14.07 10.45 -18.44
C 12.90 11.05 -18.01
H 11.42 11.97 -19.19
H 12.89 11.91 -21.16
H 15.17 10.54 -20.36
H 14.78 9.83 -17.90
H 12.29 11.02 -17.13
N 9.11 17.13 -14.57
C 9.86 16.37 -15.39
C 11.03 17.04 -15.62
C 11.01 18.22 -14.86
C 9.77 18.29 -14.22
H 8.21 16.92 -14.18
H 9.45 15.53 -15.94
H 11.82 16.74 -16.29
H 11.86 18.87 -14.71
H 9.29 19.02 -13.60
*
```